[1]
Molecular formula: C30H43Cl3N5O3PtSi
Method: DFT, the ωB97M-V functional and the def2-TZVPD basis

Each line ends with the Löwdin spin population.
Positions of all 86 atoms, in Å:
Pt 0.0538 0.4408 -0.2221  1.3511
Cl -0.6118 0.8768 -3.8933  0.0003
Cl 0.5697 2.5531 -1.5100  0.0698
Cl -2.2337 0.5899 0.0414  0.1417
Si -0.2545 2.8898 -3.4573  0.0042
O 2.1838 0.1837 -0.4748  0.0111
O 0.3256 2.1442 1.2122  0.0560
O -0.1407 -0.9559 -1.7522  0.1280
N 0.3490 -0.5058 1.6763  0.0866
N 2.8389 -1.3832 -2.0464  0.0375
N 0.2268 -0.6221 3.8782  0.0000
N -0.9690 1.4004 10.2491  -0.0002
N -0.1487 4.3648 1.4330  0.0044
C -0.6924 -4.0034 -3.0362  0.0082
C -2.0851 -3.0034 0.4466  -0.0005
C -1.8185 -2.0245 -4.0304  0.0005
C -1.0437 5.4864 1.1566  0.0012
C 3.3294 -2.7379 -2.2591  0.0025
C 0.2449 -4.4767 0.8499  0.0001
C -0.7512 3.6278 -5.2185  0.0002
C 0.2140 -3.4836 -0.1378  -0.0003
C -1.0097 0.7719 5.4187  -0.0004
C 2.7704 -0.9002 -0.8067  0.0473
C -0.0716 -0.2414 5.2080  0.0009
C -0.5394 0.6502 7.7885  -0.0004
C -1.1213 -1.9268 -1.6198  0.0080
C -0.4476 3.1409 1.0396  0.0078
C 2.4095 -0.6756 -3.2503  0.0028
C -1.2292 1.2335 6.7134  0.0001
C -0.6707 -4.7501 -4.3186  0.0017
C -1.1689 -2.7551 -2.9187  0.0041
C 1.2499 -1.4714 2.0854  0.0064
C -0.7868 1.0695 9.1405  -0.0001
C 1.0164 4.6773 2.2452  0.0011
C 1.1796 -1.5520 3.4508  0.0045
C 1.5591 3.5024 -3.9359  0.0031
C 0.3958 -0.3597 7.5565  0.0001
C -0.3046 -0.0649 2.7562  -0.0017
C 0.6344 -0.8130 6.2649  0.0000
C -1.8530 3.7467 -2.8927  0.0002
C -2.0653 -4.0378 1.3951  0.0001
C -0.9648 -2.7763 -0.3600  -0.0001
C -0.9003 -4.7850 1.5756  -0.0004
H -2.9692 -2.3794 0.2795  0.0005
H 1.8694 -2.0029 1.3761  0.0009
H 3.9518 -3.0197 -1.4036  0.0004
H 1.0618 -3.3086 -0.8143  0.0001
H 1.5064 -1.1424 -3.6669  0.0014
H -1.4178 -2.2940 -5.0093  0.0001
H 3.2977 -1.5110 -0.0462  0.0027
H 3.9284 -2.7580 -3.1746  0.0001
H -1.7126 4.8369 -2.9023  0.0001
H -2.0677 -1.3725 -1.5416  0.0000
H -1.4794 -5.4871 -4.3551  0.0003
H 0.9518 -0.8002 8.3832  0.0000
H 1.6948 3.5837 -5.0197  0.0005
H 3.2128 -0.7767 -3.9891  0.0008
H -0.7785 -4.1112 -5.1997  0.0000
H -2.9664 -4.2626 1.9613  0.0000
H 1.3523 -1.6001 6.0707  0.0002
H -0.8823 -5.6209 2.2865  0.0000
H -0.4774 6.3082 0.6976  0.0004
H 2.3671 2.8615 -3.5734  0.0001
H 1.5886 5.4660 1.7408  0.0000
H 2.5076 -3.4661 -2.3584  0.0013
H -2.9151 -2.1293 -4.0624  -0.0001
H 0.6772 5.0895 3.2040  0.0001
H 0.2564 -5.3143 -4.4344  0.0004
H -1.5620 1.1996 4.5813  -0.0001
H -1.6056 -0.9528 -3.8694  0.0002
H 1.7268 -2.1889 4.1265  0.0011
H -1.9398 2.0360 6.9125  0.0000
H -2.6806 3.4861 -3.5723  0.0000
H 1.7231 4.4983 -3.5134  0.0007
H -2.1909 3.4799 -1.8910  -0.0001
H -1.4867 5.8566 2.0935  0.0000
H -1.1071 0.6578 2.7292  -0.0005
H 1.6457 3.7993 2.4089  0.0005
H -0.3789 -4.5648 -2.1639  0.0004
H -0.7930 4.7189 -5.1725  0.0000
H 1.1830 -5.0190 1.0134  0.0000
H -1.7255 3.2440 -5.5304  0.0000
H -1.8416 5.1561 0.4805  0.0001
H -0.0097 3.3340 -5.9640  0.0000
H -1.4045 3.0452 0.4895  -0.0004
H 2.2211 0.3803 -3.0476  0.0000

2S+1: 3
Expectation value of S²: 2.008
E_HOMO (spin up / spin down) (eV): -2.83 / -4.16
E_LUMO (spin up / spin down) (Eh): 0.0556 / 0.0556
Gap between HOMO and LUMO (spin up / spin down) (eV): 4.35 / 5.67
Total charge: -1

[2]
Molecular formula: C30H43F5IrP2S
Method: DFT, the ωB97M-V functional and the def2-TZVPD basis

Each line ends with the Löwdin spin population.
Positions of all 82 atoms, in Å:
Ir -1.1076 0.2456 -0.1662  0.7587
S 2.5009 0.0939 -0.6417  0.5758
P 0.0985 0.3399 1.7323  0.0576
P -0.5826 -1.8101 -0.8533  0.4903
F 5.7879 0.0209 3.2298  -0.0114
F 4.6849 1.8061 -1.8338  0.0210
F 3.7927 -1.1113 1.7923  0.0226
F 7.3525 1.9816 2.0871  0.0346
F 6.7753 2.8707 -0.4618  -0.0117
C -0.4828 3.8963 1.0383  0.0375
C 5.9789 1.9494 0.1346  -0.0165
C -1.6301 -4.0276 -0.3012  0.0975
C -1.4432 0.6475 2.7248  0.0306
C 5.5026 0.5041 2.0090  -0.0127
C 1.8860 2.6540 -3.2458  0.0257
C -4.0019 -3.3386 -0.8021  0.0113
C -0.9813 1.5803 -3.5265  0.0252
C -2.5062 -3.3858 -1.1251  0.0712
C -4.2893 -2.8812 0.6441  0.0034
C 0.4768 -2.3120 0.5782  0.1055
C 0.8867 2.5984 -2.1624  0.1866
C -2.3275 -0.8866 -1.4208  0.1890
C -1.1309 2.2850 -0.9558  0.0758
C 4.4118 -0.0015 1.3326  0.0823
C 4.8542 1.4511 -0.5140  0.0884
C -0.1400 3.1068 -0.1635  0.2457
C 1.0429 3.2270 -0.8814  0.0683
C -2.2136 -2.3629 1.9564  0.0131
C -0.3990 2.0715 -2.2593  0.2088
C 2.2528 3.9946 -0.4815  0.0019
C -2.5710 2.7182 -0.9622  0.0244
C 6.2957 1.4864 1.4187  0.1081
C 3.9660 0.5105 0.0960  0.0562
C 0.2615 -2.0719 -2.4639  0.0601
C -3.2787 -1.9527 1.2346  0.0196
C -1.9939 -4.7468 0.9572  0.0156
C 1.3192 1.2822 2.5876  0.0085
C 0.6673 -1.3987 1.7982  0.0238
C -1.9173 -3.8448 2.2160  0.0043
H -2.9835 -5.2045 0.8844  0.0047
H 2.2491 4.2206 0.5927  -0.0002
H -1.2678 -5.5549 1.1025  0.0002
H -0.9223 -3.9400 2.6815  0.0004
H -2.2547 -3.2727 -2.2028  0.0044
H -0.0103 -3.2293 0.9567  0.0064
H -0.3979 0.7443 -3.9490  0.0068
H 1.5049 2.2624 2.1302  0.0017
H -3.1580 -1.2350 -0.8044  0.0068
H -0.1244 -2.9792 -2.9314  0.0083
H 1.3423 -2.1882 -2.2996  0.0102
H -4.5050 -2.6733 -1.5286  0.0008
H 1.4588 -2.6037 0.1437  0.0121
H -2.6474 -4.1762 2.9795  0.0003
H -2.6313 3.7909 -1.1585  0.0078
H -1.3803 3.4834 1.5158  0.0015
H 1.7408 -1.3524 2.0052  0.0024
H -3.5355 -0.9000 1.2338  0.0027
H -0.6556 -4.3340 -0.7254  0.0050
H -1.7205 -1.6849 2.6453  0.0007
H 2.2998 0.7830 2.6284  0.0007
H -0.9774 2.3840 -4.2846  0.0094
H 2.8549 2.2629 -2.9116  0.0069
H -2.3205 0.3306 2.1405  0.0086
H -3.1465 2.2162 -1.7540  0.0023
H -3.0390 2.5228 0.0104  0.0055
H -2.3857 0.2480 -1.4046  0.0253
H -2.0194 1.2566 -3.3985  0.0010
H -1.5482 1.7187 2.9149  0.0012
H 0.2326 -1.8686 2.6931  0.0005
H -4.3866 -4.3594 -0.9750  0.0041
H -1.4319 0.1102 3.6773  0.0035
H 2.3384 4.9508 -1.0214  0.0010
H -2.3419 -1.1044 -2.4834  0.0091
H 1.0479 1.4788 3.6431  0.0011
H 3.1685 3.4276 -0.6976  0.0009
H 0.3428 3.9166 1.7666  0.0060
H -0.7006 4.9558 0.7872  0.0158
H -4.4032 -3.7580 1.2945  0.0012
H 1.5718 2.0571 -4.1116  -0.0001
H -5.2525 -2.3391 0.6247  0.0002
H 2.0609 3.6864 -3.5899  0.0088
H 0.1367 -1.2388 -3.1658  0.0075

2S+1: 5
Expectation value of S²: 6.058
E_HOMO (spin up / spin down) (eV): -8.25 / -10.13
E_LUMO (spin up / spin down) (Eh): -0.0825 / -0.1934
Gap between HOMO and LUMO (spin up / spin down) (eV): 6.01 / 4.86
Total charge: +1

[3]
Molecular formula: C30H43F5P2SV
Method: DFT, the ωB97M-V functional and the def2-TZVPD basis

Each line ends with the Löwdin spin population.
Positions of all 82 atoms, in Å:
V 0.1965 1.7771 -1.8309  0.2596
S 2.1868 -2.0949 0.7480  0.2302
P 1.6453 0.0527 0.2254  0.0313
P -1.4256 -1.0751 -0.3313  0.0021
F 2.1038 -6.1084 3.8217  -0.0050
F 2.5790 -3.5029 3.2558  0.0074
F 0.9786 -7.7515 1.9079  0.0135
F 0.9523 -4.2015 -1.2034  0.0071
F 0.3332 -6.7434 -0.5934  -0.0033
C 1.6883 -3.7394 1.0680  0.0143
C 1.9952 -4.2922 2.3153  0.0281
C 1.2387 -6.4561 1.6156  0.0416
C 0.9115 1.6429 -4.5359  -0.0077
C 1.7955 -5.6253 2.6121  -0.0077
C 0.3569 0.1008 3.0891  0.0224
C 0.9810 2.5682 2.9788  -0.0041
C -1.1900 1.2261 -3.1051  -0.0432
C 1.5292 3.0775 -2.4995  0.0182
C -1.2694 1.4549 2.2425  0.0236
C -1.8110 0.1226 2.2708  -0.0045
C 0.7165 2.6109 0.1750  0.2844
C 1.5559 -0.3304 3.7324  0.0048
C -0.8480 3.8096 -3.1017  0.0087
C 1.1563 -4.6309 0.0812  0.0316
C -0.7949 -0.6934 2.8332  0.0126
C -2.0467 -2.8087 -0.1369  0.0007
C -2.0917 2.6508 2.1225  0.0031
C 0.9220 -5.9420 0.3745  -0.0027
C 0.6454 4.2043 -2.8880  0.0062
C -1.3205 2.5815 -2.5022  0.0045
C -3.2674 -0.1983 2.3256  -0.0019
C 3.1764 0.9216 -0.2847  0.0195
C -3.0083 -0.3909 -1.0490  -0.0009
C 0.0850 1.4219 2.6554  -0.0118
C -0.4606 0.9921 -4.3101  -0.0158
C 1.0559 -0.3906 -1.5074  0.0087
C 1.6539 1.8778 -3.2815  -0.0190
C -0.1696 -1.3559 -1.6224  -0.0007
C -0.9523 -2.0728 3.3170  0.0041
H 2.4515 3.3678 -1.9597  -0.0028
H 1.8845 2.3435 2.4514  -0.0014
H 0.8609 2.5373 -5.2087  -0.0013
H 0.5758 2.9976 -0.9369  0.0134
H -3.2428 -0.9212 -1.9570  0.0000
H 0.8404 0.4726 -2.2622  0.0070
H -2.6772 2.5478 3.0403  0.0015
H 3.4645 1.6156 0.5519  -0.0002
H -2.8286 -2.9689 -0.9280  0.0002
H -1.0746 -1.9872 4.4141  0.0014
H -1.4546 3.5424 2.1737  -0.0003
H -2.9598 0.6674 -1.2533  -0.0002
H 0.6764 4.9876 -2.1168  0.0006
H -1.0944 3.7367 -4.1807  0.0013
H -1.1887 -3.5053 -0.2807  0.0001
H -2.2191 2.7729 -1.7812  0.0000
H 2.5103 1.2230 -3.1159  0.0011
H -3.4818 -1.1809 1.9136  -0.0002
H -1.8089 -2.6078 2.8866  0.0001
H -2.0635 0.6348 -3.0365  -0.0008
H -3.8106 -0.5570 -0.3242  -0.0001
H 3.1926 1.5461 -1.2115  0.0050
H 1.7442 2.8737 0.4909  0.0133
H 1.0504 4.7138 -3.7830  0.0009
H 1.9017 -1.3124 3.4130  0.0010
H -0.0595 -2.6658 3.1001  0.0012
H -0.3417 -0.0826 -4.6040  -0.0004
H 0.5700 3.5108 2.6484  -0.0002
H 1.2400 2.6795 4.0300  -0.0011
H 0.2418 -2.3695 -1.5243  0.0001
H -1.1830 1.3849 -5.0970  -0.0062
H 1.5631 0.9719 -5.1524  -0.0005
H -1.4939 4.6526 -2.6896  0.0010
H 3.9233 0.1091 -0.4404  -0.0023
H -0.5290 -1.1943 -2.6471  -0.0003
H -2.4924 -2.8849 0.8773  0.0000
H 2.3917 0.3550 3.5484  0.0005
H -3.6089 -0.2215 3.3644  -0.0009
H 1.3562 -0.3549 4.8148  0.0013
H -2.8070 2.7564 1.2990  0.0007
H 1.9606 -0.7335 -2.0347  -0.0014
H -3.8642 0.5432 1.7806  -0.0001
H 0.1014 3.3151 0.7426  0.0090

2S+1: 2
Expectation value of S²: 1.047
E_HOMO (spin up / spin down) (eV): -13.26 / -13.08
E_LUMO (spin up / spin down) (Eh): -0.2979 / -0.3168
Gap between HOMO and LUMO (spin up / spin down) (eV): 5.16 / 4.46
Total charge: +2

[4]
Molecular formula: C30H43NO30S2
Method: DFT, the ωB97M-V functional and the def2-TZVPD basis

Each line ends with the Mulliken charge.
Positions of all 106 atoms, in Å:
S -0.1478 2.9124 -1.5183  0.5635
S -0.5093 0.1189 -1.0610  0.0864
O 4.7626 -2.2365 -5.0968  -0.5549
O 1.2039 2.9573 -2.4639  -0.2742
O -12.2639 3.4070 2.7900  -0.5428
O 0.6029 0.1388 2.2740  -0.2469
O 5.3281 -5.8112 4.8782  -0.5054
O -10.6647 4.9427 3.1899  -0.3467
O -11.2864 5.0897 7.1139  -0.3561
O -10.2789 2.7952 3.6610  -0.3419
O 0.5027 -1.6184 0.8717  -0.5947
O 4.4101 -6.8735 6.6377  -0.3188
O 6.3499 -0.1208 3.2868  -0.5454
O 0.3468 2.8037 -0.1728  -0.4134
O 5.4643 -3.6236 -10.5841  -0.2507
O -4.8073 2.7283 1.3534  -0.3341
O 6.4963 -6.1012 6.7807  -0.3039
O -5.7322 3.5051 3.2544  -0.4933
O 2.2038 -1.4101 2.3305  -0.2926
O 6.1557 -2.3286 2.9024  -0.3257
O -0.9741 1.5443 -1.8871  -0.2172
O 2.9180 -2.9717 -6.1627  -0.3435
O -1.7277 1.7776 -6.3037  -0.3729
O 6.7620 -1.6139 4.9249  -0.3527
O -3.5173 3.6916 2.8973  -0.3580
O -10.6568 4.3902 9.1626  -0.5236
O -0.1848 0.1687 -6.4615  -0.3044
O -12.5498 3.6142 8.2163  -0.3434
O 4.6145 -5.4863 -11.5274  -0.5059
O -1.9342 0.1823 -7.8835  -0.5360
O 4.2632 -1.4983 -7.1669  -0.3467
O 6.1397 -4.2398 -12.6232  -0.3319
N 1.8259 1.6649 -2.5720  -0.0819
C -3.5233 2.9017 0.7441  -0.1251
C 6.5764 -2.7822 -10.9063  -0.2960
C 2.6669 -0.3279 3.1514  -0.2829
C -1.3429 0.6631 -6.9737  0.5369
C -2.6230 3.1096 1.9412  -0.1363
C -9.4359 4.9140 3.9322  -0.2478
C 0.3417 1.1359 -5.5431  -0.0448
C 4.9472 -7.4094 7.8527  -0.3277
C 3.3315 -1.9313 -8.1660  -0.1818
C -0.8928 1.9059 -5.1456  -0.0492
C 2.8065 1.5367 -1.7866  0.9225
C -11.4219 4.3664 8.2566  0.6355
C 3.3589 0.1590 -1.6282  -1.2621
C 6.6698 -2.9293 -12.4088  -0.3462
C 3.4689 2.6582 -1.0569  -1.4044
C 1.3913 0.4326 3.4340  -0.3098
C -12.2663 4.6256 6.1784  -0.0170
C -4.7779 3.3262 2.5678  0.5569
C -13.3185 4.0233 7.0795  -0.3829
C 5.3339 -4.5459 -11.5757  0.5994
C 6.5042 -3.0195 5.0616  -0.1959
C 6.5578 -3.5002 3.6331  -0.2045
C 5.4020 -6.2244 5.9920  0.6162
C 1.0549 -1.0247 1.7451  0.6222
C -11.1734 3.6859 3.1733  0.6677
C 6.4193 -1.2477 3.6661  0.6287
C 6.1334 -6.5059 8.1066  -0.2911
C 2.2216 -2.5296 -7.3355  0.0337
C 4.0507 -2.2382 -6.0479  0.6852
C -9.0174 3.4681 3.8066  -0.2166
H -12.6437 5.4468 5.5742  0.3951
H 5.8903 -4.3232 3.4373  0.3183
H -2.2379 2.1705 2.3431  0.1832
H 1.7261 -3.3615 -7.8288  0.3145
H 7.2499 -3.4875 5.6976  0.2794
H 1.5468 1.5034 3.5348  0.3167
H 7.4621 -3.1575 -10.3913  0.2667
H 3.7442 -0.1956 -2.5788  0.3134
H -8.7111 5.6036 3.5088  0.3399
H 4.2075 -7.3761 8.6478  0.2984
H -3.2494 2.0266 0.1589  0.2188
H 5.5180 -3.1558 5.5093  0.2128
H 4.1618 0.1927 -0.9027  0.4358
H 0.8681 0.0646 4.3181  0.2766
H 7.5673 -3.7764 3.3215  0.2231
H 2.9992 -1.0927 -8.7734  0.3460
H 2.5885 -0.5409 -1.3217  0.2373
H 3.0559 2.8341 -0.0702  0.2392
H 3.4194 3.5612 -1.6520  0.3610
H -8.4842 3.1030 4.6794  0.3064
H 5.8690 -5.6191 8.6851  0.2598
H -3.5571 3.7748 0.0897  0.2146
H 1.0752 1.7543 -6.0646  0.2053
H -13.8267 3.1740 6.6307  0.3205
H -1.3999 1.4608 -4.2910  0.1104
H 6.0473 -2.2069 -12.9400  0.2604
H -0.6821 2.9516 -4.9336  0.2382
H 5.2387 -8.4464 7.6803  0.2663
H -11.8057 3.8850 5.5266  -0.0326
H 4.5163 2.4020 -0.9438  0.4895
H 6.3893 -1.7591 -10.5894  0.2961
H 7.6887 -2.8613 -12.7811  0.3006
H 3.3911 0.2594 2.5854  0.2194
H 6.9611 -7.0136 8.5942  0.2851
H -8.4124 3.2819 2.9200  0.2633
H 0.8254 0.6501 -4.6998  0.1558
H -1.7881 3.7743 1.7363  0.2746
H 3.1454 -0.7038 4.0515  0.2562
H 3.8181 -2.6670 -8.8087  0.1173
H 1.4733 -1.7928 -7.0425  -0.0354
H -14.0625 4.7543 7.4011  0.2471
H -0.5010 0.5095 0.2284  0.0644
H -9.6412 5.2036 4.9648  0.1672

E_HOMO (eV): -9.48
E_LUMO (Eh): 0.0034
Gap between HOMO and LUMO (eV): 9.57
Total charge: 0

no.,DFT total energy (eV),maximum force (hartree/bohr)
1,-94093.244,0.078
2,-77631.450,0.064
3,-100466.681,0.110
4,-116390.748,0.033